DFT (wB97M-V/def2-TZVPD) results for 2 unconnected molecules or ions with the total composition C3H9PS at a distorted geometry.

Summary:
ΔE to the lowest compared entry with this formula, charge and spin (kJ/mol): 283.0
F_max (eV/Å): 3.19
E_HOMO (spin up / spin down) (Ha): -0.31926 / -0.29924
Electronic energy (eV): -23378.0602

Geometry as XYZ:
```
14
Properties=species:S:1:pos:R:3:mulliken_charge:R:1
C 2.0052 1.8136 -1.0963 -0.890
C -0.6475 -1.0762 1.2100 -0.871
C -1.3298 0.5236 -1.1707 -0.963
P -0.5915 0.6454 0.5036 0.411
S -1.7514 1.7506 1.6331 -0.392
H 1.6804 1.1555 -2.0196 0.231
H 1.8134 2.8868 -1.1789 0.330
H 2.4467 1.1964 -0.2986 0.347
H 0.4221 -1.5569 1.3037 0.254
H -1.0683 -1.0883 2.2496 0.308
H -1.3227 -1.7562 0.5613 0.264
H -1.3729 1.4836 -1.6213 0.354
H -0.6017 -0.0821 -1.7786 0.280
H -2.3435 -0.0153 -1.1339 0.338
```